(1)
The following is a DFT calculation (the ωB97M-V functional and the def2-TZVPD basis) of a structure of composition C19H21GdO2 at a distorted geometry.

Element x y z (Å)
C 0.673 -2.160 1.116
C -0.256 -2.898 0.357
C -0.070 -2.599 -1.028
H -0.927 -3.665 0.754
C 1.028 -1.680 -1.107
C 1.526 -1.469 0.228
H 2.407 -0.922 0.544
H 0.829 -2.122 2.211
H -0.652 -3.027 -1.835
H 1.419 -1.290 -2.028
C -0.410 2.671 -0.698
C -0.159 2.578 0.696
C 0.921 1.670 0.901
H -0.688 3.154 1.448
C 1.372 1.242 -0.379
C 0.545 1.850 -1.378
H 0.715 1.837 -2.442
H -1.140 3.285 -1.232
H 1.363 1.431 1.875
H 2.259 0.624 -0.482
Gd -0.890 -0.014 -0.460
O -1.313 -0.060 -2.593
C -2.079 -0.584 -3.696
C -0.714 -0.801 -4.259
H -2.601 -1.510 -3.417
H -2.643 0.126 -4.360
H -0.252 -1.764 -4.021
H 1.111 -1.750 -6.110
C 0.667 -0.774 -6.330
C -0.121 -0.076 -5.347
C -0.533 1.234 -5.638
H -1.090 1.725 -4.846
C -0.242 1.796 -6.854
H -0.500 2.843 -7.035
C 0.404 1.071 -7.878
H 0.571 1.520 -8.862
C 0.849 -0.243 -7.599
H 1.376 -0.792 -8.395
C -0.541 -0.060 3.031
O -1.086 -0.146 1.716
H 0.551 -0.260 2.972
H -1.061 -0.782 3.710
H -0.727 0.965 3.414

Atomic forces in eV per Å
1.349 -0.291 -0.198
-0.298 -0.315 -0.541
-0.067 -0.005 1.445
0.012 0.585 -0.168
0.037 -0.225 0.739
-0.935 -0.886 -0.218
-0.325 -0.084 -0.159
-0.418 -0.340 -0.979
0.170 0.011 -0.047
0.311 0.145 -0.147
0.306 -0.187 -0.094
0.257 -0.175 -0.627
-0.159 1.039 -0.713
0.008 -0.370 -0.008
0.219 1.109 0.549
0.697 0.514 0.729
-0.065 -0.167 -0.081
0.183 -0.141 0.443
-0.291 -0.057 -0.640
-0.434 0.475 -0.525
1.523 -0.535 3.640
-0.733 -0.501 -4.594
1.217 0.113 -0.594
-0.933 -1.100 1.277
-0.129 0.437 -0.302
0.099 -0.439 1.198
-0.039 0.430 0.358
-0.399 0.239 0.076
-0.402 -0.041 0.868
0.438 0.364 -1.199
-0.107 -0.890 0.556
0.071 0.386 -0.288
0.403 0.765 -1.126
-0.054 -0.394 0.004
-0.133 -0.575 0.941
-0.064 -0.174 0.457
0.035 1.018 -0.454
-0.263 0.163 0.666
-0.879 0.067 -1.377
-0.546 -0.073 0.896
-0.546 0.122 0.523
0.555 0.356 -0.364
0.327 -0.371 0.078

Results
electronic energy = -44968.268 eV
total charge = 0
multiplicity = 8
Kohn-Sham gap (alpha / beta) = 5.033 / 4.696 eV
HOMO (alpha / beta) = -6.86 / -6.63 eV
M = 438.625 g mol⁻¹
lowest unoccupied orbital energy (alpha / beta) = -1.83 / -1.93 eV
⟨S²⟩ = 16.079

=====

(2)
The following is a DFT calculation (the ωB97M-V functional and the def2-TZVPD basis) of a structure of composition C19H21I2N5NaO3.

Element x y z (Å)
Na -0.102 -0.165 -0.042
O -2.852 -2.523 6.591
N -3.097 -1.349 6.425
O -3.703 -0.658 7.204
C -2.616 -0.711 5.168
C -2.932 0.584 5.024
C -2.535 1.312 3.859
C -2.859 2.669 3.693
C -2.453 3.312 2.557
C -1.731 2.580 1.604
N -1.413 1.309 1.731
C -1.809 0.672 2.854
C -1.463 -0.735 3.023
N -0.750 -1.303 2.030
C -0.409 -2.569 2.134
C -0.756 -3.357 3.234
C -1.479 -2.797 4.251
C -1.860 -1.442 4.173
H -3.497 1.079 5.802
H -3.421 3.184 4.462
H -2.677 4.355 2.385
H -1.399 3.063 0.692
H 0.163 -2.977 1.310
H -0.456 -4.394 3.279
H -1.758 -3.386 5.109
C 2.630 -4.033 -3.141
N 1.901 -3.474 -2.008
C 1.694 -4.275 -0.810
C 1.386 -2.241 -2.040
C 1.566 -1.429 -3.293
O 0.777 -1.774 -1.063
H 3.128 -4.942 -2.817
H 3.393 -3.344 -3.498
H 1.963 -4.281 -3.967
H 2.107 -5.266 -0.974
H 0.629 -4.368 -0.596
H 2.185 -3.822 0.051
H 1.154 -1.950 -4.158
H 2.622 -1.243 -3.492
H 1.061 -0.476 -3.168
C -1.211 4.480 -3.200
C 0.126 4.106 -2.556
C 0.064 2.822 -1.848
N 0.042 1.810 -1.308
H -1.146 5.484 -3.613
H -2.019 4.461 -2.470
H -1.460 3.792 -4.005
H 0.446 4.863 -1.839
H 0.915 4.023 -3.306
I 3.712 1.729 -2.207
I 3.141 1.840 -4.794

Atomic forces in eV per Å
-0.370 0.418 0.535
-0.053 -0.210 0.189
0.146 0.043 -0.279
-0.160 0.201 0.196
0.021 -0.202 0.067
-0.035 0.238 -0.081
-0.086 0.023 0.151
-0.026 -0.003 0.048
0.011 0.021 -0.028
0.009 -0.011 -0.021
0.026 -0.101 -0.007
0.104 -0.135 -0.109
0.047 0.174 -0.174
0.056 -0.052 -0.113
-0.046 0.028 0.082
0.052 -0.006 -0.084
0.000 -0.127 0.081
-0.033 -0.031 0.088
0.005 0.002 -0.013
-0.004 0.004 0.004
0.003 -0.001 -0.008
0.012 0.001 -0.023
0.018 -0.022 -0.041
0.005 -0.005 -0.006
0.054 0.048 -0.125
0.014 -0.067 0.019
0.043 0.010 -0.019
-0.013 -0.077 -0.018
-0.005 0.199 -0.003
-0.002 -0.024 -0.029
0.212 -0.468 -0.176
0.001 0.015 -0.022
0.005 0.003 0.000
-0.015 -0.015 -0.018
-0.009 0.023 0.020
-0.016 -0.003 0.012
0.011 0.020 0.014
0.003 0.003 -0.019
-0.012 -0.014 0.009
-0.012 0.001 0.004
-0.003 -0.037 0.009
-0.049 -0.106 0.083
0.165 0.198 -0.217
-0.133 0.037 -0.009
0.008 0.000 -0.021
0.003 0.025 0.004
-0.013 -0.010 0.003
-0.008 -0.019 0.034
0.022 -0.022 0.002
0.070 0.005 -0.029
-0.024 0.029 0.036

Results
electronic energy = -54250.059 eV
total charge = +1
Kohn-Sham gap = 7.776 eV
HOMO = -11.83 eV
M = 644.207 g mol⁻¹
lowest unoccupied orbital energy = -4.06 eV

=====

(3)
The following is a DFT calculation (the ωB97M-V functional and the def2-TZVPD basis) of a cluster of 2 separate species, C19H21N2O2 in total at a distorted geometry.

Element x y z (Å)
C -5.507 3.352 0.735
O -5.272 1.932 0.665
C -4.008 1.454 0.790
C -3.859 0.064 0.540
C -2.605 -0.486 0.477
C -1.428 0.300 0.710
C -0.166 -0.289 0.475
C 1.109 0.328 0.561
C 2.269 -0.478 0.803
C 3.525 0.069 0.870
C 3.697 1.470 0.727
O 4.976 1.914 0.823
C 5.237 3.330 0.760
C 2.574 2.295 0.455
C 1.324 1.719 0.326
C -1.629 1.635 1.186
C -2.874 2.233 1.140
H -6.585 3.437 0.593
H -5.216 3.752 1.715
H -4.973 3.882 -0.065
H -4.771 -0.510 0.374
H -2.494 -1.543 0.233
H -0.177 -1.341 0.168
H 2.144 -1.553 0.947
H 4.426 -0.526 1.034
H 6.321 3.394 0.856
H 4.911 3.751 -0.200
H 4.746 3.857 1.590
H 2.693 3.375 0.340
H 0.491 2.344 0.014
H -0.790 2.202 1.583
H -2.983 3.296 1.369
C 1.112 -4.908 -0.350
C 0.512 -4.084 -1.412
N -0.101 -2.913 -1.327
C -0.501 -2.579 -2.616
C -0.116 -3.572 -3.494
N 0.525 -4.513 -2.711
H 0.957 -4.411 0.613
H 0.657 -5.907 -0.339
H 2.184 -5.049 -0.537
H -1.034 -1.668 -2.836
H -0.245 -3.673 -4.561
H 0.943 -5.381 -3.027

Atomic forces in eV per Å
0.039 -0.113 0.084
1.452 -0.310 0.196
-0.510 0.216 -0.321
-0.190 0.316 0.095
0.067 0.050 -0.109
-0.161 0.030 0.220
-0.322 0.273 0.412
0.567 0.356 -0.357
-0.229 0.026 -0.265
0.133 0.448 0.059
0.297 0.175 -0.065
-1.284 -0.129 -0.048
-0.068 -0.191 -0.016
0.406 -0.094 0.084
0.101 -0.230 0.412
-0.233 -0.004 -0.369
-0.146 -0.035 0.010
0.214 0.163 0.051
-0.121 -0.127 -0.222
-0.120 -0.203 0.178
0.355 0.078 -0.027
0.056 0.260 -0.043
0.031 0.029 0.214
-0.013 0.276 -0.097
-0.376 0.088 0.015
-0.202 0.166 -0.028
0.118 -0.147 0.209
0.132 -0.174 -0.183
-0.030 -0.460 -0.114
0.238 -0.141 0.030
-0.213 -0.108 -0.165
0.028 -0.479 0.109
0.182 -0.137 0.424
-0.553 0.572 -1.306
0.154 -0.417 -0.110
0.562 -1.070 -0.179
-0.161 0.567 0.748
-0.079 0.138 0.006
0.116 -0.273 -0.134
0.035 0.247 0.172
-0.157 0.098 0.191
0.033 -0.030 0.031
0.058 -0.053 0.164
-0.204 0.356 0.042

Results
electronic energy = -27111.848 eV
total charge = +1
Kohn-Sham gap = 6.269 eV
HOMO = -11.02 eV
M = 309.389 g mol⁻¹
lowest unoccupied orbital energy = -4.76 eV

=====

(4)
The following is a DFT calculation (the ωB97M-V functional and the def2-TZVPD basis) of a structure of composition C19H21N2O5Pd.

Element x y z (Å)
Pd -0.298 1.065 0.964
O -5.696 -1.300 -2.743
C -4.873 -2.053 -2.197
O -4.755 -3.292 -2.223
C -3.829 -1.334 -1.309
C -2.968 -2.071 -0.504
C -2.027 -1.423 0.269
N -1.909 -0.092 0.255
C -2.744 0.643 -0.501
C -3.716 0.054 -1.283
C -2.561 2.150 -0.426
O -3.345 2.892 -0.974
O -1.534 2.556 0.280
H -3.048 -3.149 -0.517
H -1.344 -1.961 0.914
H -4.387 0.665 -1.870
C 0.615 -1.168 -2.352
N 1.441 -2.004 -1.496
C 2.618 -2.455 -2.204
C 1.717 -1.421 -0.188
C 2.333 -0.037 -0.201
C 3.693 0.111 -0.483
C 4.274 1.366 -0.593
C 3.500 2.504 -0.417
C 2.150 2.378 -0.109
C 1.585 1.118 0.020
H 0.182 -1.775 -3.148
H 1.182 -0.342 -2.809
H -0.203 -0.733 -1.783
H 2.310 -3.038 -3.074
H 3.219 -3.101 -1.560
H 3.255 -1.631 -2.565
H 2.381 -2.109 0.345
H 0.778 -1.390 0.370
H 4.305 -0.775 -0.614
H 5.329 1.456 -0.821
H 3.942 3.488 -0.515
H 1.547 3.268 0.037
C -1.060 3.004 3.612
O -0.407 1.804 4.009
C -0.268 0.803 3.097
C 0.439 -0.413 3.579
H -0.397 3.842 3.830
H -1.979 3.110 4.190
H -1.316 3.004 2.553
H 0.388 -0.445 4.672
H 1.502 -0.441 3.293
H -0.022 -1.327 3.193

Atomic forces in eV per Å
0.340 0.109 0.315
0.091 0.037 -0.020
-0.249 -0.113 0.002
0.063 0.037 0.001
0.116 0.116 0.034
0.043 -0.079 0.042
-0.126 0.093 -0.049
0.000 -0.186 -0.262
0.025 -0.026 0.030
-0.069 -0.002 0.021
0.090 0.059 0.131
0.017 -0.031 -0.032
-0.225 0.166 -0.185
-0.018 -0.001 -0.002
0.031 -0.009 -0.019
-0.003 -0.018 -0.019
0.025 0.017 0.006
-0.051 -0.026 -0.002
0.016 -0.027 -0.022
0.017 0.010 0.040
0.200 0.113 -0.022
-0.008 0.000 -0.003
-0.010 -0.006 -0.004
-0.027 0.020 0.005
-0.016 0.083 0.058
-0.123 -0.351 -0.137
0.041 -0.002 -0.009
-0.013 0.013 0.016
-0.084 -0.001 0.072
-0.008 -0.001 0.000
0.001 0.002 0.004
-0.004 -0.005 -0.006
-0.013 -0.009 -0.012
-0.018 0.024 -0.019
0.002 0.012 0.006
0.005 -0.004 0.008
0.006 -0.004 -0.003
-0.015 -0.005 -0.022
-0.102 -0.010 -0.010
0.105 -0.047 -0.005
-0.163 0.079 0.008
0.067 0.000 0.053
-0.004 -0.005 -0.003
0.016 0.002 0.019
0.045 -0.011 0.000
-0.007 -0.041 -0.010
-0.006 0.020 0.019
-0.002 0.007 -0.013

Results
electronic energy = -36737.895 eV
total charge = -1
multiplicity = 5
Kohn-Sham gap (alpha / beta) = 6.581 / 6.094 eV
HOMO (alpha / beta) = -4.08 / -5.42 eV
M = 463.806 g mol⁻¹
lowest unoccupied orbital energy (alpha / beta) = 2.50 / 0.68 eV
⟨S²⟩ = 6.011

=====

(5)
The following is a DFT calculation (the ωB97M-V functional and the def2-TZVPD basis) of an isolated molecule of C19H21N3O3S at a distorted geometry.

Element x y z (Å)
C -4.583 -2.134 0.203
C -4.449 -0.753 -0.442
C -5.048 -0.729 -1.855
C -5.156 0.218 0.386
N -5.721 0.949 1.058
N -3.034 -0.398 -0.474
C -2.580 0.816 -0.819
O -3.262 1.727 -1.234
C -1.048 0.927 -0.643
C -0.580 2.378 -0.742
C -0.668 2.847 0.709
C -0.200 1.619 1.486
N -0.692 0.496 0.704
S 0.047 -0.969 0.905
O -0.725 -1.911 0.131
O 0.182 -1.190 2.311
C 1.668 -0.800 0.172
C 1.838 -1.069 -1.192
C 3.055 -0.852 -1.773
C 4.140 -0.357 -1.015
C 5.406 -0.120 -1.590
C 6.443 0.344 -0.829
C 6.263 0.593 0.541
C 5.049 0.375 1.130
C 3.960 -0.103 0.372
C 2.692 -0.336 0.946
H -4.159 -2.126 1.206
H -4.049 -2.867 -0.396
H -5.630 -2.421 0.268
H -6.108 -0.968 -1.819
H -4.923 0.261 -2.286
H -4.537 -1.458 -2.478
H -2.363 -1.097 -0.168
H -0.578 0.277 -1.387
H -1.235 2.945 -1.401
H 0.446 2.429 -1.109
H -0.054 3.721 0.913
H -1.706 3.070 0.954
H -0.606 1.559 2.496
H 0.896 1.591 1.544
H 1.005 -1.473 -1.746
H 3.207 -1.060 -2.822
H 5.541 -0.314 -2.644
H 7.409 0.522 -1.276
H 7.095 0.958 1.126
H 4.904 0.563 2.184
H 2.531 -0.179 2.002

Atomic forces in eV per Å
0.058 0.080 0.006
0.272 -0.262 -0.591
0.003 0.077 0.054
-0.059 0.076 0.118
-0.362 0.393 0.395
-0.418 -0.550 0.051
0.601 -0.059 -0.114
-0.208 0.213 -0.045
-0.304 0.195 -0.697
-0.103 -0.064 0.030
0.044 -0.209 -0.056
0.245 0.409 0.712
0.467 -0.932 0.130
-0.210 0.257 0.189
0.356 0.048 -0.315
0.290 0.279 -0.004
-0.543 -0.006 0.520
0.117 -0.084 -0.465
-0.268 -0.024 0.071
-0.022 0.055 0.328
0.203 0.058 0.015
-0.101 -0.086 -0.275
-0.155 0.019 0.277
0.197 0.051 0.019
-0.035 -0.073 -0.364
-0.059 -0.053 0.131
0.008 -0.009 0.065
0.034 -0.057 -0.082
-0.019 0.013 -0.019
-0.082 -0.038 0.004
-0.018 -0.007 -0.017
0.051 -0.092 0.001
-0.164 0.105 -0.001
-0.070 0.115 -0.047
0.079 -0.043 -0.034
0.016 -0.051 0.001
-0.026 0.014 0.059
-0.027 0.059 0.038
0.111 0.089 -0.031
-0.049 0.101 0.026
-0.028 -0.052 -0.146
-0.012 -0.039 -0.098
0.030 -0.016 -0.102
0.062 0.005 -0.066
0.041 0.030 0.076
0.010 0.027 0.115
0.044 0.040 0.137

Results
SMILES string = CC(C)(C#N)NC(=O)[C@H]1CCCN1S(=O)(=O)c1ccc2ccccc2c1
electronic energy = -41492.454 eV
total charge = 0
Kohn-Sham gap = 8.781 eV
HOMO = -9.03 eV
M = 371.462 g mol⁻¹
lowest unoccupied orbital energy = -0.24 eV

=====

(6)
The following is a DFT calculation (the ωB97M-V functional and the def2-TZVPD basis) of an isolated molecule of C19H21NO5.

Element x y z (Å)
C 4.705 3.403 0.003
C 4.658 1.902 0.027
C 5.847 1.196 0.172
C 5.858 -0.184 0.197
C 4.676 -0.889 0.070
C 3.480 -0.198 -0.078
N 2.262 -0.879 -0.226
C 2.001 -2.201 -0.157
O 2.790 -3.093 0.055
C 0.521 -2.529 -0.401
O -0.295 -1.360 -0.366
C -1.609 -1.538 -0.173
O -2.131 -2.611 -0.055
C -2.310 -0.198 -0.083
C -2.380 0.262 1.391
C -3.560 -0.556 1.914
C -4.532 -0.061 0.853
C -3.804 -0.298 -0.475
C -4.168 0.930 -1.299
O -4.124 1.054 -2.486
O -4.526 1.915 -0.460
C -4.399 1.474 0.888
C -2.961 1.681 1.412
C 3.456 1.205 -0.094
C 2.141 1.924 -0.242
H 5.733 3.746 0.085
H 4.141 3.826 0.834
H 4.291 3.792 -0.926
H 6.775 1.741 0.266
H 6.789 -0.718 0.313
H 4.670 -1.965 0.085
H 1.460 -0.291 -0.406
H 0.431 -3.012 -1.382
H 0.182 -3.247 0.352
H -1.760 0.515 -0.703
H -1.438 0.159 1.926
H -3.399 -1.629 1.855
H -3.855 -0.281 2.924
H -5.550 -0.438 0.893
H -4.031 -1.232 -0.985
H -5.153 2.005 1.468
H -2.416 2.379 0.778
H -2.972 2.072 2.429
H 1.690 1.713 -1.213
H 1.444 1.621 0.541
H 2.271 2.998 -0.167

Atomic forces in eV per Å
-0.035 -0.047 0.002
0.072 -0.131 0.006
0.044 -0.019 0.010
-0.065 0.113 -0.011
0.028 -0.191 0.003
0.429 0.050 0.056
-0.193 0.677 -0.090
-0.693 0.004 -0.038
0.029 -0.179 -0.026
0.131 -0.698 0.083
0.369 0.163 -0.053
-0.370 0.368 -0.030
0.025 -0.161 -0.037
0.235 -0.165 -0.055
0.223 0.092 0.145
-0.060 -0.070 0.019
-0.182 -0.053 0.081
-0.167 0.142 -0.151
0.146 -0.749 -0.290
-0.031 0.139 -0.051
-0.210 0.547 -0.263
0.025 -0.085 0.521
0.015 -0.011 -0.047
-0.023 -0.103 0.018
0.193 -0.062 0.011
0.037 0.049 0.003
-0.040 0.113 0.013
-0.035 0.115 -0.024
0.084 0.078 0.008
0.081 -0.061 0.010
-0.004 -0.037 -0.002
0.073 -0.203 0.055
0.022 0.074 0.141
0.154 0.147 -0.119
-0.016 -0.049 0.048
0.028 -0.014 0.003
-0.020 -0.041 0.064
0.017 0.026 0.099
-0.028 0.019 -0.035
-0.029 0.134 -0.023
0.054 -0.092 -0.063
0.000 0.082 0.018
0.013 -0.002 0.038
-0.132 0.024 -0.059
-0.126 0.011 0.024
-0.067 0.059 -0.011

Results
SMILES string = Cc1cccc(NC(=O)COC(=O)[C@@H]2[C@@H]3C[C@@H]4[C@H]2C(=O)O[C@@H]4C3)c1C
electronic energy = -31773.165 eV
total charge = 0
Kohn-Sham gap = 8.996 eV
HOMO = -8.58 eV
M = 343.379 g mol⁻¹
lowest unoccupied orbital energy = 0.41 eV